DFT (wB97M-V/def2-TZVPD) results for 6 unconnected molecules or ions with the total composition C37H72N3O11P2S7 at a distorted geometry.

Geometry as XYZ:
```
132
Properties=species:S:1:pos:R:3:lowdin_charge:R:1
C 1.124 3.192 3.962 -0.08
C 0.987 2.059 2.937 -0.25
C 0.549 2.580 1.569 -0.19
C 0.822 1.683 0.361 -0.21
C -0.276 1.934 -0.749 -0.37
P -0.775 3.671 -1.060 0.51
S -2.602 4.103 -0.501 0.24
C -1.375 1.171 -0.102 -0.10
N -0.931 0.213 0.628 -0.11
P -2.010 -0.838 1.612 1.08
C -2.821 0.456 2.642 -0.36
C -4.037 1.189 2.067 -0.12
C -3.261 -1.412 0.413 -0.38
C -4.336 -2.138 1.251 -0.14
C 0.558 0.171 0.515 -0.22
C 1.371 -0.682 1.481 -0.15
C 1.813 -2.009 0.868 -0.17
C 2.908 -2.688 1.683 -0.24
C 2.519 -3.116 3.092 -0.46
S 1.956 -4.848 3.219 1.00
C 0.466 -4.709 2.350 -0.71
N 0.144 -5.332 1.259 0.07
N -1.149 -4.916 0.954 0.07
C -1.483 -4.083 1.877 -0.24
O -0.528 -3.900 2.802 0.03
H 0.797 2.826 4.931 0.06
H 2.167 3.470 4.083 0.08
H 0.508 4.054 3.723 0.08
H 1.928 1.524 2.880 0.08
H 0.266 1.332 3.309 0.09
H -0.514 2.829 1.642 0.10
H 1.051 3.534 1.415 0.11
H 1.824 1.835 -0.036 0.16
H 0.082 1.454 -1.665 0.10
H -0.566 3.919 -2.413 -0.05
H 0.122 4.465 -0.342 0.01
H -2.428 1.396 -0.185 0.08
H -2.032 1.200 2.774 0.06
H -2.995 0.041 3.628 0.08
H -4.707 0.550 1.502 0.05
H -3.748 2.031 1.443 0.03
H -4.623 1.606 2.883 0.08
H -3.731 -0.597 -0.134 0.07
H -2.786 -2.104 -0.276 0.08
H -4.644 -3.059 0.765 0.06
H -5.221 -1.531 1.392 0.07
H -3.950 -2.425 2.231 0.06
H 0.752 -0.245 -0.479 0.15
H 2.273 -0.118 1.710 0.11
H 0.858 -0.800 2.434 0.10
H 2.261 -1.777 -0.099 0.10
H 0.956 -2.659 0.674 0.11
H 3.314 -3.530 1.128 0.11
H 3.723 -1.975 1.779 0.09
H 1.717 -2.502 3.492 0.06
H 3.353 -3.018 3.778 0.07
H -2.444 -3.609 1.907 0.07
C 3.967 -1.244 7.368 -0.21
C 3.889 0.220 7.823 -0.20
C 3.475 1.059 6.606 -0.21
S 2.511 -0.036 5.556 0.67
O 3.220 -0.229 4.312 -0.32
O 1.127 0.371 5.559 -0.32
C 2.693 -1.501 6.568 -0.22
H 4.048 -1.926 8.211 0.12
H 4.842 -1.390 6.731 0.12
H 3.139 0.318 8.609 0.12
H 4.837 0.568 8.230 0.12
H 2.858 1.912 6.877 0.10
H 4.335 1.391 6.027 0.11
H 2.745 -2.378 5.926 0.09
H 1.818 -1.560 7.213 0.11
C -4.021 7.182 -5.289 -0.21
C -4.160 7.441 -3.781 -0.20
C -3.426 6.307 -3.055 -0.26
S -2.134 5.755 -4.168 0.64
O -2.400 4.389 -4.566 -0.33
O -0.835 6.096 -3.631 -0.34
C -2.550 6.847 -5.522 -0.22
H -4.328 8.043 -5.880 0.12
H -4.645 6.335 -5.580 0.12
H -3.699 8.399 -3.532 0.12
H -5.202 7.490 -3.473 0.12
H -2.963 6.628 -2.127 0.08
H -4.072 5.454 -2.865 0.09
H -2.355 6.340 -6.464 0.11
H -1.918 7.730 -5.433 0.11
C 0.442 1.523 -6.521 -0.21
C 0.216 3.021 -6.275 -0.20
C 0.654 3.316 -4.838 -0.24
S 1.919 2.110 -4.437 0.67
O 1.423 1.253 -3.372 -0.35
O 3.198 2.760 -4.310 -0.32
C 1.839 1.218 -5.987 -0.22
H 0.357 1.267 -7.575 0.12
H -0.300 0.939 -5.973 0.12
H 0.822 3.604 -6.972 0.12
H -0.824 3.305 -6.424 0.11
H 1.071 4.314 -4.729 0.11
H -0.166 3.179 -4.143 0.05
H 2.022 0.161 -5.803 0.11
H 2.613 1.628 -6.634 0.11
C 6.904 -1.152 -3.094 -0.21
C 5.803 -0.100 -3.281 -0.21
C 4.567 -0.589 -2.512 -0.22
S 5.190 -1.606 -1.167 0.66
O 4.745 -2.962 -1.362 -0.31
O 4.966 -0.926 0.088 -0.33
C 6.920 -1.481 -1.605 -0.22
H 7.874 -0.787 -3.428 0.12
H 6.666 -2.049 -3.669 0.12
H 6.134 0.856 -2.874 0.12
H 5.570 0.060 -4.332 0.11
H 3.988 0.229 -2.095 0.09
H 3.926 -1.220 -3.125 0.11
H 7.415 -2.419 -1.365 0.11
H 7.347 -0.669 -1.019 0.11
C -4.159 -7.446 -0.861 -0.21
C -4.094 -6.252 0.101 -0.23
C -5.528 -5.735 0.282 -0.24
S -6.611 -7.151 0.028 0.66
O -7.401 -6.914 -1.152 -0.32
O -7.231 -7.512 1.275 -0.32
C -5.312 -8.317 -0.370 -0.23
H -3.222 -8.000 -0.879 0.12
H -4.364 -7.096 -1.875 0.12
H -3.694 -6.580 1.061 0.11
H -3.436 -5.471 -0.272 0.09
H -5.710 -5.339 1.278 0.09
H -5.790 -4.989 -0.468 0.10
H -5.683 -9.020 -1.112 0.11
H -5.054 -8.842 0.549 0.11
```

The net charge is +1. Its highest occupied orbital energy is -10.91 eV. For the LUMO energy, the calculation gives -3.225 eV.

DFT (wB97M-V/def2-TZVPD) results for 3 unconnected molecules or ions with the total composition C37H72N6O5P at a distorted geometry.

Geometry as XYZ:
```
121
Properties=species:S:1:pos:R:3:lowdin_spin:R:1
C -7.033 -5.358 2.262 0.00
C -6.592 -4.813 0.818 0.00
C -7.791 -4.736 -0.222 0.00
C -8.263 -3.249 -0.550 0.00
C -8.802 -2.447 0.709 0.00
C -8.480 -0.870 0.637 0.00
C -7.084 -0.699 1.398 0.00
C -6.557 0.808 1.394 0.00
C -5.325 1.038 2.408 0.00
C -4.329 -0.180 2.194 0.00
C -2.855 0.062 2.715 0.00
C -1.913 0.829 1.681 0.00
C -0.773 -0.128 1.033 0.00
C -0.982 -0.051 -0.522 0.00
N -2.008 -0.678 -1.191 0.00
N -3.044 -1.511 -0.741 0.00
C -2.539 -2.548 -0.170 0.00
O -2.319 -3.581 0.279 0.00
C -2.020 -0.428 -2.612 0.00
C -3.037 -0.918 -3.700 0.00
C -3.319 -2.495 -3.688 0.00
N -4.734 -2.779 -3.360 0.00
C -0.832 0.425 -2.721 0.00
N -0.186 0.660 -1.450 0.00
P 1.284 1.638 -1.212 0.00
O 1.411 2.215 0.361 0.00
O 2.647 0.665 -1.472 0.00
H -6.192 -5.145 2.997 0.00
H -7.984 -4.854 2.596 0.00
H -7.199 -6.474 2.269 0.00
H -5.852 -5.588 0.432 0.00
H -6.010 -3.851 0.935 0.00
H -8.654 -5.407 0.094 0.00
H -7.407 -5.185 -1.193 0.00
H -9.105 -3.358 -1.309 0.00
H -7.410 -2.714 -1.076 0.00
H -9.923 -2.633 0.759 0.00
H -8.364 -2.879 1.659 0.00
H -8.416 -0.572 -0.449 0.00
H -9.334 -0.360 1.162 0.00
H -7.143 -1.080 2.461 0.00
H -6.353 -1.340 0.804 0.00
H -6.181 0.998 0.335 0.00
H -7.389 1.535 1.626 0.00
H -5.680 1.156 3.477 0.00
H -4.793 1.977 2.045 0.00
H -4.757 -1.067 2.764 0.00
H -4.384 -0.464 1.101 0.00
H -2.391 -0.970 2.853 0.00
H -2.887 0.596 3.711 0.00
H -2.469 1.386 0.876 0.00
H -1.347 1.608 2.287 0.00
H -0.854 -1.188 1.401 0.00
H 0.228 0.279 1.343 0.00
H -2.757 -0.514 -4.722 0.00
H -4.025 -0.411 -3.448 0.00
H -2.984 -3.006 -4.636 0.00
H -2.704 -2.934 -2.847 0.00
H -5.375 -2.343 -4.025 0.00
H -4.973 -2.481 -2.411 0.00
H -0.435 0.897 -3.655 0.00
H 0.808 2.982 0.458 0.00
H 3.437 1.092 -1.064 0.00
C 4.472 6.471 4.635 0.00
C 3.016 5.984 4.431 0.03
C 2.453 5.655 5.823 0.01
C 3.105 4.402 6.413 0.00
C 3.008 3.212 5.459 0.01
C 3.397 3.505 3.993 0.03
N 2.896 4.818 3.499 0.35
O 1.595 4.663 3.216 0.57
C 4.925 3.463 3.777 0.00
C 2.897 2.314 3.144 0.00
C 2.336 7.221 3.808 0.00
H 4.473 7.423 5.174 0.00
H 5.083 5.814 5.250 0.00
H 4.984 6.632 3.683 0.00
H 1.367 5.511 5.782 0.00
H 2.615 6.497 6.503 0.00
H 4.150 4.591 6.671 0.00
H 2.614 4.147 7.357 0.00
H 3.619 2.391 5.847 0.00
H 1.973 2.855 5.493 0.00
H 5.169 3.682 2.733 0.00
H 5.322 2.469 3.998 0.00
H 5.490 4.149 4.399 0.00
H 1.830 2.122 3.272 0.00
H 3.412 1.392 3.430 0.00
H 3.089 2.479 2.081 0.00
H 2.820 7.481 2.862 0.00
H 2.419 8.087 4.469 0.00
H 1.273 7.083 3.608 0.00
C 7.408 -1.019 -6.062 0.00
C 7.255 -2.262 -5.151 0.02
C 6.311 -3.236 -5.875 0.01
C 4.875 -2.711 -5.905 0.00
C 4.373 -2.359 -4.504 0.01
C 5.342 -1.519 -3.645 0.02
N 6.764 -1.941 -3.774 0.33
O 6.916 -3.044 -3.029 0.59
C 5.258 -0.013 -3.975 0.00
C 4.824 -1.579 -2.187 0.00
C 8.699 -2.800 -5.078 0.00
H 7.935 -1.294 -6.980 0.00
H 6.467 -0.597 -6.409 0.00
H 7.986 -0.229 -5.577 0.00
H 6.325 -4.222 -5.397 0.00
H 6.655 -3.399 -6.901 0.00
H 4.790 -1.841 -6.562 0.00
H 4.219 -3.471 -6.341 0.00
H 3.410 -1.844 -4.588 0.00
H 4.161 -3.304 -3.991 0.00
H 5.962 0.553 -3.357 0.00
H 4.258 0.376 -3.765 0.00
H 5.456 0.236 -5.013 0.00
H 4.707 -2.601 -1.822 0.00
H 3.840 -1.109 -2.106 0.00
H 5.497 -1.048 -1.504 0.00
H 9.360 -2.047 -4.639 0.00
H 9.080 -3.033 -6.074 0.00
H 8.797 -3.711 -4.485 0.00
```

The net charge is +1. The multiplicity is 3. Its highest occupied orbital energy (alpha / beta) is -10.42 / -11.06 eV. For the LUMO energy (alpha / beta), the calculation gives -3.100 / -3.100 eV.

Number 1: total energy -160946.50869 eV. Number 2: total energy -67990.53778 eV.